Record 1
C3H10N2O | ωB97M-V/def2-TZVPD

The geometry in XYZ format:
```
16
Properties=species:S:1:pos:R:3
N 1.59 1.75 0.88
C 0.24 1.36 0.88
C -0.19 0.67 -0.48
N -1.12 -0.55 -0.33
C -0.44 -1.79 -0.05
O -0.40 -2.66 -1.28
H 1.79 2.47 0.15
H 2.31 0.94 0.70
H -0.28 2.21 0.92
H -0.10 0.65 1.74
H -0.52 1.38 -1.22
H 0.70 0.23 -0.80
H -2.07 -0.39 -0.15
H 0.54 -1.70 0.39
H -1.12 -2.45 0.54
H -0.93 -2.15 -1.91
```

Its spin multiplicity is 1. For the orbital gap, the calculation gives 9.7 eV. Its LUMO energy is 0.9980 eV. For the max |F|, the calculation gives 0.0933 Eh/bohr. The value obtained for the energy relative to the best compared isomer or geometry (same formula, charge and spin) is 55.3 kcal/mol. Its HOMO energy is -8.71 eV.

=====

Record 2
C19H33CsIN14O6S5 | ωB97M-V/def2-TZVPD

The geometry in XYZ format:
```
79
Properties=species:S:1:pos:R:3
Cs 0.43 0.77 0.93
C 0.53 5.90 1.11
N -0.73 5.24 0.81
C -1.79 5.46 1.78
C -0.82 4.17 -0.02
O -1.82 3.49 -0.12
C 0.42 3.89 -0.86
O 0.24 2.67 -1.52
C 1.38 2.23 -2.21
C 1.11 0.79 -2.63
O 0.07 0.24 -2.30
N 2.09 0.16 -3.32
C 3.37 0.79 -3.61
C 2.08 -1.29 -3.38
H 0.32 6.87 1.54
H 1.11 6.06 0.20
H 1.13 5.32 1.82
H -2.01 6.53 1.85
H -1.49 5.09 2.77
H -2.68 4.93 1.46
H 1.31 3.84 -0.21
H 0.58 4.71 -1.57
H 2.26 2.18 -1.54
H 1.63 2.90 -3.04
H 4.03 0.75 -2.74
H 3.23 1.82 -3.94
H 3.84 0.25 -4.43
H 1.10 -1.65 -3.08
H 2.83 -1.69 -2.70
H 2.29 -1.62 -4.40
N -3.76 1.44 1.29
N -3.51 0.84 2.54
C -2.41 1.06 3.26
N -2.20 0.31 4.35
N -1.62 2.03 2.76
N -0.49 2.36 3.39
O -0.26 2.08 4.57
O 0.32 2.95 2.69
H -3.30 2.35 1.29
H -3.28 0.89 0.58
H -4.04 -0.01 2.73
H -2.67 -0.59 4.37
H -1.38 0.50 4.89
S 6.57 -4.55 1.49
C 5.29 -3.51 1.24
S 5.41 -1.93 0.59
C 3.71 -1.47 0.57
C 2.87 -2.41 1.10
S 1.13 -2.43 1.24
S 3.68 -3.84 1.74
S 3.42 0.09 -0.14
C -1.84 -3.67 3.03
C -2.66 -2.54 2.46
N -2.35 -2.17 1.21
O -3.56 -2.00 3.12
H -2.10 -4.60 2.52
H -2.06 -3.77 4.09
H -0.77 -3.49 2.87
H -1.63 -2.68 0.70
H -2.89 -1.49 0.69
N 1.33 -5.44 0.08
C 1.84 -5.13 -1.13
N 3.09 -5.55 -1.43
N 1.17 -4.50 -2.07
C -0.07 -4.15 -1.81
N -1.17 -3.82 -1.65
H 2.02 -5.81 0.73
H 0.81 -4.65 0.50
H 3.76 -5.55 -0.67
H 3.45 -5.19 -2.30
I -3.27 1.92 -4.80
C -3.07 0.56 -3.27
C -2.53 -0.70 -3.35
N -2.54 -1.19 -2.10
N -3.05 -0.33 -1.21
C -3.38 0.75 -1.92
H -2.11 -1.25 -4.17
H -2.17 -2.10 -1.82
H -3.80 1.61 -1.44
```

Its spin multiplicity is 1. For the orbital gap, the calculation gives 5.4 eV. Its LUMO energy is 1.6920 eV. For the max |F|, the calculation gives 0.0202 Eh/bohr. The value obtained for the energy relative to the best compared isomer or geometry (same formula, charge and spin) is 5.1 kcal/mol. As for the net charge: -1. Its HOMO energy is -3.71 eV.

=====

Record 3
C6H7N4O2 | ωB97M-V/def2-TZVPD

The geometry in XYZ format:
```
19
Properties=species:S:1:pos:R:3
C 0.37 -1.55 0.38
C 0.68 1.36 0.48
C -0.71 1.06 0.78
C 1.55 0.47 -0.08
C -1.46 0.28 -0.01
C 0.98 -0.81 -0.74
N -0.17 -1.97 1.31
N -0.13 -0.50 -1.48
N 3.02 0.61 -0.21
N -2.76 -0.26 0.06
O 3.48 1.66 0.14
O 3.54 -0.41 -0.55
H 0.96 2.24 1.12
H -1.15 1.68 1.49
H 1.67 -1.32 -1.39
H -0.70 -1.23 -1.86
H -2.46 -1.15 0.33
H -3.43 -0.33 -0.69
H -3.26 0.17 0.91
```

Its spin multiplicity is 3. For the orbital gap (spin up / spin down), the calculation gives 6.4 / 6.8 eV. Its LUMO energy (spin up / spin down) is -5.0127 / -7.6356 eV. For the max |F|, the calculation gives 0.1501 Eh/bohr. As for the net charge: +1. Its HOMO energy (spin up / spin down) is -11.38 / -14.41 eV.

=====

Record 4
Br2H4Si2 | ωB97M-V/def2-TZVPD

The geometry in XYZ format:
```
8
Properties=species:S:1:pos:R:3
Br -2.34 0.07 -1.14
Si -1.00 -0.47 0.63
Si 1.06 0.44 -0.09
Br 3.09 -0.19 -1.01
H -0.77 -1.94 0.51
H -1.88 -0.06 1.64
H 0.41 0.68 -1.36
H 1.43 1.48 0.81
```

Its spin multiplicity is 1. For the orbital gap, the calculation gives 9.2 eV. Its LUMO energy is -0.8368 eV. For the max |F|, the calculation gives 0.0529 Eh/bohr. The value obtained for the energy relative to the best compared isomer or geometry (same formula, charge and spin) is 27.4 kcal/mol. Its HOMO energy is -10.00 eV.

=====

Record 5
C15H24Br19O | ωB97M-V/def2-TZVPD

The geometry in XYZ format:
```
59
Properties=species:S:1:pos:R:3
C 2.56 -1.94 0.04
C 2.60 -0.96 -1.22
O 2.04 0.36 -0.97
C 2.82 1.11 -0.01
C 1.92 1.77 1.16
C 0.35 1.70 0.82
C -0.22 0.22 1.17
C -1.71 0.22 1.74
C -2.77 -0.41 0.67
C -2.69 0.47 -0.72
Br -2.24 -2.31 0.24
H 1.71 -1.72 0.75
H 2.59 -3.02 -0.31
H 3.53 -1.80 0.65
H 3.64 -0.92 -1.72
H 1.93 -1.45 -2.01
H 3.64 0.52 0.50
H 3.35 1.99 -0.54
H 2.12 1.22 2.15
H 2.23 2.85 1.33
H 0.17 1.95 -0.29
H -0.26 2.43 1.44
H -0.10 -0.38 0.20
H 0.55 -0.22 1.90
H -1.71 -0.36 2.72
H -1.99 1.30 1.96
H -1.98 -0.02 -1.48
H -3.74 0.56 -1.13
H -2.31 1.51 -0.45
C -4.49 1.52 -4.80
Br -5.61 1.64 -3.22
Br -2.81 0.63 -4.43
Br -5.42 0.71 -6.29
H -4.25 2.54 -5.09
C 1.65 1.41 -4.56
Br 2.80 2.72 -5.43
Br 0.99 0.08 -5.82
Br 2.51 0.59 -3.02
H 0.78 1.95 -4.19
C -5.08 -3.59 3.52
Br -4.23 -2.08 4.39
Br -6.23 -3.02 2.06
Br -3.78 -4.91 2.94
H -5.72 -4.07 4.26
C -5.46 2.94 0.73
Br -5.33 4.16 2.25
Br -5.40 3.91 -0.96
Br -4.13 1.50 0.84
H -6.44 2.47 0.79
C 6.60 -2.65 -1.42
Br 6.73 -1.02 -0.38
Br 5.24 -3.84 -0.72
Br 6.33 -2.28 -3.30
H 7.55 -3.16 -1.33
C 3.52 -0.54 5.00
Br 4.39 -0.26 3.30
Br 2.12 0.76 5.32
Br 2.86 -2.36 5.18
H 4.27 -0.40 5.77
```

Its spin multiplicity is 1. For the orbital gap, the calculation gives 4.2 eV. Its LUMO energy is 1.1360 eV. For the max |F|, the calculation gives 0.1452 Eh/bohr. As for the net charge: -1. Its HOMO energy is -3.04 eV.

=====

Record 6
C33H57CaN3O5Si | ωB97M-V/def2-TZVPD

The geometry in XYZ format:
```
100
Properties=species:S:1:pos:R:3
O 2.21 3.61 -2.59
O 4.30 2.95 -3.36
C 1.02 3.28 -3.42
C -0.16 2.82 -2.62
H 1.38 2.52 -4.11
H 0.80 4.19 -3.99
H 0.09 2.05 -1.88
H -0.91 2.40 -3.30
H -0.67 3.64 -2.10
C 2.03 4.27 -1.26
C 2.39 5.73 -1.34
H 2.67 3.72 -0.57
H 0.99 4.11 -0.97
H 3.40 5.87 -1.75
H 2.38 6.18 -0.34
H 1.67 6.28 -1.96
C 5.06 1.98 -2.57
C 4.46 2.78 -4.80
C 4.75 2.11 -1.11
H 6.11 2.20 -2.78
H 4.83 0.97 -2.94
H 4.84 3.14 -0.74
H 5.48 1.52 -0.55
H 3.75 1.72 -0.87
C 4.83 4.08 -5.46
H 3.51 2.40 -5.20
H 5.23 2.02 -4.96
H 4.09 4.85 -5.28
H 4.92 3.92 -6.54
H 5.80 4.43 -5.10
H 3.21 3.36 -2.95
N -1.01 0.31 1.28
C -1.22 -0.48 2.38
C -0.63 -1.71 2.64
C 0.66 -2.24 2.34
C -2.24 0.05 3.33
H -3.21 0.21 2.85
H -1.93 1.01 3.79
H -2.37 -0.67 4.14
C 1.12 -3.34 3.25
H 2.20 -3.50 3.21
H 0.59 -4.27 3.01
H 0.85 -3.06 4.28
N 1.36 -1.85 1.30
C -1.52 1.64 1.15
C -2.64 1.84 0.32
C -3.46 0.69 -0.16
C -2.98 3.15 0.01
H -3.83 3.32 -0.66
C -2.26 4.22 0.54
H -2.55 5.24 0.29
C -1.20 4.00 1.42
H -0.66 4.83 1.88
C -0.82 2.69 1.75
C 0.29 2.41 2.71
C 2.68 -2.18 0.98
C 3.00 -3.41 0.35
C 2.02 -4.53 0.26
C 4.26 -3.57 -0.22
H 4.50 -4.51 -0.72
C 5.22 -2.55 -0.14
H 6.20 -2.67 -0.61
C 4.93 -1.37 0.56
H 5.69 -0.60 0.68
C 3.68 -1.17 1.13
C 3.37 0.09 1.87
Ca 0.02 -2.07 -0.76
H -4.13 1.03 -0.96
H -4.08 0.27 0.64
H -2.83 -0.11 -0.56
H 0.96 1.62 2.34
H -0.09 2.11 3.69
H 0.89 3.32 2.85
H 2.05 -5.00 -0.74
H 0.96 -4.27 0.47
H 2.27 -5.33 0.99
H 2.82 -0.10 2.80
H 2.76 0.78 1.26
H 4.30 0.61 2.13
H -1.22 -2.34 3.31
C 1.43 -1.25 -2.17
Si 1.92 -1.98 -3.80
H 2.36 -1.11 -1.57
H 1.04 -0.22 -2.33
C 1.30 -0.87 -5.19
C 1.29 -3.72 -4.13
C 3.80 -2.00 -3.84
H 4.16 -2.86 -4.42
H 4.22 -2.07 -2.83
H 4.19 -1.09 -4.31
H 0.26 -1.10 -5.45
H 1.92 -1.01 -6.09
H 1.36 0.19 -4.91
H 0.26 -3.87 -3.79
H 1.93 -4.47 -3.64
H 1.32 -3.90 -5.21
O -1.74 -3.64 -0.48
N -1.19 -4.04 0.62
O -1.84 -4.71 1.41
O -0.72 -0.26 0.12
```

Its spin multiplicity is 1. For the orbital gap, the calculation gives 6.0 eV. Its LUMO energy is -0.1644 eV. For the max |F|, the calculation gives 0.0702 Eh/bohr. The value obtained for the energy relative to the best compared isomer or geometry (same formula, charge and spin) is 69.2 kcal/mol. Its HOMO energy is -6.15 eV.